Molecular formula: C8H26O7
Method: DFT, ωB97M-V/def2-TZVPD

Results
Electronic energy: -847.01769 a.u.
SMILES: OCCO.OCCO.CCO.CCO.O
Frontier orbital gap: 0.3799 hartree
Max |F|: 2.11 eV Å⁻¹
Net charge: 0

Each line ends with the Mulliken charge.
Cartesian coordinates (Å):
O -8.786 -10.085 -4.493  -0.5405
C -7.656 -10.655 -5.188  -0.3810
C -7.332 -9.761 -6.429  -0.4028
O -7.053 -8.412 -6.107  -0.5144
H -8.648 -10.281 -3.537  0.4267
H -6.788 -10.607 -4.514  0.2892
H -7.797 -11.701 -5.441  0.3006
H -8.207 -9.779 -7.081  0.2527
H -6.515 -10.152 -7.035  0.3067
H -7.400 -8.208 -5.230  0.3278
O -10.222 -13.201 -2.399  -0.3882
C -11.265 -13.933 -1.781  -0.4405
C -10.765 -15.331 -1.493  -0.3696
O -9.562 -15.307 -0.740  -0.4876
H -10.470 -13.141 -3.328  0.2244
H -11.458 -13.461 -0.803  0.2068
H -12.196 -13.981 -2.325  0.3735
H -10.682 -15.861 -2.471  0.2407
H -11.437 -15.876 -0.812  0.3307
H -8.954 -14.711 -1.223  0.2729
C -7.751 -10.431 1.797  -0.8254
C -7.378 -11.908 1.565  -0.3123
O -6.496 -12.059 0.423  -0.4493
H -6.869 -9.801 1.951  0.3175
H -8.477 -10.404 2.610  0.3220
H -8.263 -10.053 0.888  0.1950
H -8.219 -12.531 1.240  0.2098
H -6.981 -12.356 2.510  0.3080
H -5.670 -11.582 0.547  0.2662
C -5.917 -13.885 -2.940  -0.3590
C -4.417 -13.610 -3.169  -0.5138
O -3.839 -14.223 -4.340  -0.5232
H -6.120 -13.395 -1.967  0.0432
H -6.109 -14.962 -2.788  0.3124
H -6.614 -13.439 -3.658  0.1399
H -3.853 -13.952 -2.308  0.3286
H -4.341 -12.508 -3.125  0.2765
H -4.163 -13.775 -5.138  0.2986
O -8.641 -10.826 -1.722  -0.7723
H -7.939 -11.290 -1.215  0.2868
H -9.244 -11.589 -1.838  0.4227